# 1
Here is the ion C4H9N with charge +1 in a non-equilibrium geometry from the Open Molecules 2025 dataset. Energies are from ωB97M-V/def2-TZVPD.

Computed properties:
E_LUMO (spin up / spin down)   -0.1843 / -0.3254 Ha
Gap between HOMO and LUMO (spin up / spin down)   10.30 / 6.03 eV
Spin multiplicity   2
DFT total energy   -212.15867 a.u.
Charge   +1

XYZ file:
```
14
C4H9N (ωB97M-V/def2-TZVPD)
N -0.094 0.667 -2.229
C -0.373 -0.502 -1.225
C 0.415 0.341 2.318
C -0.373 -0.365 1.162
C 0.349 -0.519 0.010
H 0.877 0.809 -2.407
H -0.311 1.498 -1.645
H -0.255 -1.398 -1.928
H -1.467 -0.313 -1.150
H -0.154 1.404 2.474
H 0.323 -0.212 3.280
H 1.500 0.628 2.171
H -1.443 -0.402 1.181
H 1.476 -0.417 0.041
```

=====

# 2
Here is a structure of composition C20H18Cl5CoN3O8P from the Open Molecules 2025 dataset. Energies are from ωB97M-V/def2-TZVPD.

Computed properties:
E_LUMO (spin up / spin down)   0.0865 / 0.0865 Ha
Gap between HOMO and LUMO (spin up / spin down)   7.70 / 8.06 eV
Spin multiplicity   2
DFT total energy   -5564.43710 a.u.
Charge   -1

XYZ file:
```
56
C20H18Cl5CoN3O8P (ωB97M-V/def2-TZVPD)
Co 0.192 -0.139 -0.287
O -0.415 -0.427 5.810
C -0.319 -0.299 4.456
C -1.433 -0.375 3.632
C -1.245 -0.261 2.268
N -0.037 -0.080 1.742
C 1.026 0.062 2.534
C 0.932 -0.053 3.907
C 2.323 0.460 1.821
O 3.292 0.731 2.533
O 2.216 0.511 0.565
C -2.412 -0.255 1.279
O -3.553 -0.210 1.748
O -2.062 -0.240 0.065
H -1.331 -0.621 6.034
H -2.439 -0.513 4.009
H 1.815 0.069 4.516
Cl 3.047 -1.131 -1.709
C 2.214 -2.275 -0.696
C 0.917 -2.010 -0.222
C 0.322 -3.115 0.399
Cl -1.357 -3.060 0.853
C 0.975 -4.324 0.654
Cl 0.181 -5.619 1.481
C 2.285 -4.496 0.235
Cl 3.124 -5.973 0.553
C 2.900 -3.469 -0.471
Cl 4.507 -3.714 -1.062
C 1.672 1.683 -3.047
O 0.379 1.154 -3.347
P -0.101 -0.188 -2.588
O 0.621 -1.294 -3.505
C 0.217 -2.661 -3.415
O -1.566 -0.327 -3.209
C -2.725 0.396 -2.785
H 2.403 1.266 -3.741
H 1.975 1.445 -2.026
H 1.620 2.764 -3.165
H 1.018 -3.256 -3.848
H -0.706 -2.812 -3.977
H 0.065 -2.964 -2.378
H -3.586 -0.227 -3.021
H -2.781 1.328 -3.351
H -2.707 0.570 -1.713
C -2.238 4.685 0.556
N -1.182 3.762 0.202
C 0.171 4.019 0.182
C 0.773 2.839 -0.123
N -0.186 1.867 -0.289
C -1.345 2.456 -0.080
H -2.090 5.634 0.043
H -2.259 4.856 1.632
H -3.191 4.262 0.247
H 0.570 4.993 0.404
H 1.821 2.603 -0.174
H -2.306 1.975 -0.133
```

=====

# 3
Here is the ion C5H10N3 with charge +1 in a non-equilibrium geometry from the Open Molecules 2025 dataset. Energies are from ωB97M-V/def2-TZVPD.

Computed properties:
E_LUMO   -0.1617 Ha
Gap between HOMO and LUMO   7.22 eV
DFT total energy   -360.36914 a.u.
Charge   +1

XYZ file:
```
18
C5H10N3 (ωB97M-V/def2-TZVPD)
C 1.819 -0.885 0.074
C -0.461 -1.333 0.408
C -2.254 0.417 0.459
C 1.857 0.588 0.471
C -0.906 0.036 0.194
N 0.839 -1.649 -0.045
N 2.439 1.442 -0.359
N -1.906 0.151 -0.986
H 2.917 -1.094 -0.099
H -0.600 -1.577 1.444
H -1.142 -2.020 -0.096
H -2.852 -0.377 0.856
H -2.606 1.443 0.712
H 1.619 0.984 1.503
H 2.665 1.084 -1.281
H 2.633 2.373 -0.110
H -2.394 -0.603 -1.500
H -1.665 1.023 -1.646
```

=====

# 4
Here is a structure of composition C50H39Cl2GaN3O2S2 in a non-equilibrium geometry from the Open Molecules 2025 dataset. Energies are from ωB97M-V/def2-TZVPD.

Computed properties:
E_LUMO (spin up / spin down)   -0.3794 / -0.3926 Ha
Gap between HOMO and LUMO (spin up / spin down)   4.42 / 3.97 eV
DFT total energy   -5884.00737 a.u.
Charge   +3

XYZ file:
```
99
C50H39Cl2GaN3O2S2 (ωB97M-V/def2-TZVPD)
Ga 2.662 0.268 -0.777
C -0.096 4.209 -0.989
C 0.674 4.577 0.228
C 1.926 4.178 0.518
C 2.630 3.112 -0.149
N 2.294 2.442 -1.217
C 1.149 2.766 -2.045
C 3.929 2.618 0.398
C 4.884 3.328 1.097
C 6.140 2.735 1.262
C 6.430 1.517 0.660
C 5.409 0.877 -0.028
N 4.208 1.407 -0.056
C 5.497 -0.265 -0.981
C 6.626 -1.031 -1.170
C 6.648 -1.950 -2.213
C 5.539 -2.077 -3.033
C 4.417 -1.315 -2.751
N 4.388 -0.434 -1.749
H -1.010 4.788 -1.085
H 0.225 5.314 0.885
H 2.411 4.600 1.388
H 1.213 2.197 -2.966
H 4.699 4.331 1.455
H 6.914 3.264 1.803
H 7.427 1.100 0.707
H 7.486 -0.919 -0.525
H 7.532 -2.550 -2.390
H 5.535 -2.756 -3.874
H 3.518 -1.399 -3.349
C -3.704 -7.386 -1.479
C -3.133 -6.011 -1.280
C -2.020 -5.594 -2.014
C -1.496 -4.323 -1.842
C -2.096 -3.464 -0.930
C -3.219 -3.840 -0.202
C -3.726 -5.113 -0.388
S -1.338 -1.876 -0.689
O -2.210 -0.803 -1.212
C -1.249 -1.783 1.091
C -0.656 -2.892 1.728
C -0.413 -2.873 3.072
C -0.723 -1.727 3.848
C -0.430 -1.680 5.221
C -0.741 -0.563 5.969
C -1.319 0.551 5.351
C -1.612 0.530 4.006
C -1.353 -0.621 3.226
C -1.655 -0.661 1.827
C -2.510 0.421 1.289
C -3.887 0.411 1.686
C -4.463 -0.672 2.392
C -5.778 -0.638 2.774
C -6.601 0.451 2.425
C -6.091 1.480 1.685
C -4.728 1.491 1.311
C -4.183 2.568 0.585
C -2.871 2.564 0.199
C -2.036 1.485 0.530
S -0.317 1.394 -0.012
O 0.517 1.719 1.174
C -0.254 2.689 -1.326
C -1.297 2.322 -2.350
C -1.465 2.887 -3.550
C -0.750 4.022 -4.140
C -1.165 4.430 -5.530
C 0.262 4.650 -3.527
C 0.888 4.281 -2.226
H -2.921 -8.112 -1.691
H -4.383 -7.378 -2.335
H -4.270 -7.715 -0.609
H -1.564 -6.275 -2.722
H -0.636 -3.994 -2.416
H -3.694 -3.151 0.488
H -4.605 -5.420 0.167
H -0.476 -3.791 1.153
H 0.005 -3.745 3.563
H 0.049 -2.536 5.683
H -0.534 -0.545 7.031
H -1.535 1.435 5.936
H -2.029 1.412 3.538
H -3.860 -1.538 2.635
H -6.188 -1.454 3.355
H -7.636 0.466 2.739
H -6.729 2.297 1.367
H -4.813 3.420 0.359
H -2.476 3.433 -0.301
H -1.916 1.465 -2.113
H -2.253 2.469 -4.167
H -2.185 4.127 -5.756
H -0.518 3.941 -6.263
H -1.070 5.504 -5.687
H 0.707 5.501 -4.031
H 1.759 4.902 -2.036
Cl 3.485 -2.129 0.543
C 4.438 -3.649 0.826
Cl 5.868 -3.341 1.781
H 4.713 -4.036 -0.146
H 3.781 -4.320 1.363
```

=====

# 5
Here is a structure of composition C21H47N7OSSi3Tl from the Open Molecules 2025 dataset. Energies are from ωB97M-V/def2-TZVPD.

Computed properties:
E_LUMO (spin up / spin down)   -0.1285 / -0.1841 Ha
Gap between HOMO and LUMO (spin up / spin down)   7.40 / 5.72 eV
DFT total energy   -2725.92888 a.u.
Charge   +1

XYZ file:
```
81
C21H47N7OSSi3Tl (ωB97M-V/def2-TZVPD)
Tl 0.244 -0.102 -0.546
N 2.694 2.367 -0.539
C 1.927 2.919 -1.659
C 0.611 3.529 -1.193
N -0.093 2.688 -0.226
C -1.499 3.049 -0.064
C -2.374 2.394 -1.118
N -2.370 0.934 -0.949
H 3.556 1.957 -0.878
H 2.970 3.110 0.095
H 2.479 3.691 -2.205
H 1.717 2.112 -2.365
H 0.785 4.541 -0.800
H -0.037 3.640 -2.064
H 0.381 2.719 0.669
H -1.828 2.703 0.920
H -1.650 4.136 -0.091
H -3.379 2.820 -1.050
H -1.998 2.626 -2.116
H -2.979 0.672 -0.183
H -2.714 0.469 -1.781
N 1.574 0.763 -5.442
C 0.979 0.178 -4.393
S -0.400 0.791 -3.678
N 1.673 -0.958 -4.008
N 1.108 -1.621 -3.030
C 1.316 -2.889 -2.978
C 0.884 -3.729 -1.848
C 1.303 -5.052 -1.834
C 0.898 -5.870 -0.789
C 0.087 -5.333 0.190
C -0.284 -3.994 0.087
N 0.096 -3.199 -0.902
H 1.109 1.526 -5.902
H 2.358 0.311 -5.883
H 1.802 -3.383 -3.819
H 1.934 -5.431 -2.628
H 1.209 -6.905 -0.748
H -0.262 -5.930 1.021
H -0.912 -3.541 0.847
C -2.728 -1.464 1.343
O -1.476 -0.881 1.670
Si -1.068 -0.567 3.280
C -1.106 -2.188 4.189
C -2.454 0.446 3.997
C 0.610 0.223 3.252
Si 2.095 -0.933 3.285
C 3.709 -0.168 2.757
C 2.358 -1.552 5.030
C 1.842 -2.405 2.156
Si 0.828 1.976 3.888
C 2.429 2.796 3.347
C -0.502 3.202 3.391
C 0.825 1.815 5.757
H -2.898 -2.397 1.888
H -2.739 -1.684 0.275
H -3.556 -0.787 1.574
H -2.082 -2.660 4.040
H -0.992 -2.038 5.265
H -0.336 -2.887 3.863
H -3.268 -0.224 4.288
H -2.857 1.161 3.276
H -2.158 1.002 4.889
H 4.060 0.610 3.437
H 3.665 0.245 1.746
H 4.458 -0.967 2.757
H 2.830 -0.788 5.650
H 3.040 -2.408 4.987
H 1.448 -1.876 5.530
H 1.874 -2.113 1.105
H 0.893 -2.918 2.328
H 2.649 -3.125 2.324
H 2.948 2.258 2.557
H 3.125 2.883 4.186
H 2.218 3.807 2.991
H -0.238 3.715 2.462
H -0.546 3.966 4.172
H -1.503 2.794 3.281
H 1.771 1.400 6.110
H 0.023 1.171 6.126
H 0.702 2.801 6.212
```

=====

# 6
Here is a cluster of 2 separate species, C4H6O2 in total from the Open Molecules 2025 dataset. Energies are from ωB97M-V/def2-TZVPD.

Computed properties:
E_LUMO   0.0161 Ha
Gap between HOMO and LUMO   9.62 eV
DFT total energy   -306.31071 a.u.

XYZ file:
```
12
C4H6O2 (ωB97M-V/def2-TZVPD)
O -0.492 -1.719 1.812
C -0.049 -0.766 1.226
C -0.719 -0.126 0.032
C -0.371 1.337 -0.249
O 0.195 0.930 -1.518
C -0.111 -0.355 -1.396
H 0.894 -0.276 1.559
H -1.776 -0.404 0.029
H -1.207 2.015 -0.423
H 0.383 1.808 0.391
H 1.988 -1.277 -0.407
H 1.534 -1.341 -1.009
```

=====

# 7
Here is an isolated molecule of C2H6Cl3NO2P2 in a non-equilibrium geometry from the Open Molecules 2025 dataset. Energies are from ωB97M-V/def2-TZVPD.

Computed properties:
E_LUMO   0.0192 Ha
Gap between HOMO and LUMO   9.70 eV
SMILES string   CN=P(Cl)(Cl)OP(Cl)OC
DFT total energy   -2348.39658 a.u.

XYZ file:
```
16
C2H6Cl3NO2P2 (ωB97M-V/def2-TZVPD)
C 2.710 0.679 0.914
N 2.484 -0.358 -0.082
P 1.212 -1.274 -0.274
Cl 1.403 -2.130 -2.084
Cl 1.120 -2.835 0.960
O -0.420 -0.808 -0.183
P -2.097 -1.327 -0.330
Cl -2.327 -1.093 1.645
O -2.693 -0.049 -1.007
C -2.541 1.371 -0.713
H 3.671 1.149 0.308
H 1.870 1.380 0.938
H 3.040 0.243 1.810
H -2.323 1.811 -1.612
H -1.660 1.484 0.068
H -3.449 1.758 -0.357
```

=====

# 8
Here is a structure of composition C34H39CrN5O3P2S in a non-equilibrium geometry from the Open Molecules 2025 dataset. Energies are from ωB97M-V/def2-TZVPD.

Computed properties:
E_LUMO (spin up / spin down)   -0.0938 / -0.0792 Ha
Gap between HOMO and LUMO (spin up / spin down)   5.77 / 6.16 eV
Spin multiplicity   5
DFT total energy   -3943.50552 a.u.

XYZ file:
```
85
C34H39CrN5O3P2S (ωB97M-V/def2-TZVPD)
Cr 0.639 -1.012 -2.713
C 0.661 -2.121 2.163
C 0.822 -2.652 0.955
C -0.232 -3.480 0.344
C -1.444 -3.209 -0.612
C -2.398 -2.063 -0.503
C -2.428 -1.358 0.633
C -2.071 -1.979 1.927
C -0.725 -1.966 2.691
C -0.806 0.583 -3.240
H 1.410 -1.428 2.595
H 1.645 -2.379 0.280
H -0.603 -4.084 1.178
H 0.380 -4.157 -0.273
H -1.184 -3.420 -1.678
H -2.017 -4.173 -0.409
H -3.046 -1.898 -1.356
H -2.434 -0.253 0.611
H -2.254 -3.067 1.791
H -2.754 -1.472 2.665
H -0.681 -1.005 3.221
H -0.951 -2.750 3.476
H -1.179 1.353 -2.590
H -1.531 0.403 -4.055
H -0.013 1.092 -3.832
P -3.167 -5.700 -3.046
P -0.113 -6.895 -2.035
N -4.808 -5.819 -2.537
N -3.715 -6.242 -4.825
N -0.620 -7.622 -0.446
N 1.097 -8.236 -2.379
C -2.882 -7.467 -2.612
C -1.430 -7.840 -2.965
C -5.448 -4.604 -2.303
C -6.773 -4.894 -2.060
C -6.980 -6.301 -2.193
C -5.753 -6.850 -2.531
C -3.308 -5.503 -5.931
C -3.809 -6.090 -7.099
C -4.544 -7.256 -6.709
C -4.454 -7.319 -5.314
C -0.691 -6.795 0.690
C -1.320 -7.513 1.716
C -1.509 -8.843 1.237
C -1.115 -8.870 -0.087
C 1.361 -9.530 -1.930
C 2.505 -9.982 -2.585
C 2.954 -8.945 -3.457
C 2.083 -7.876 -3.317
H -3.523 -8.078 -3.276
H -3.126 -7.616 -1.531
H -1.323 -8.911 -2.780
H -1.250 -7.645 -4.039
H -4.871 -3.684 -2.326
H -7.525 -4.177 -1.842
H -7.895 -6.860 -2.092
H -5.487 -7.879 -2.751
H -2.719 -4.612 -5.804
H -3.667 -5.747 -8.122
H -5.059 -7.976 -7.341
H -4.908 -8.049 -4.652
H -0.258 -5.775 0.663
H -1.566 -7.108 2.710
H -1.860 -9.681 1.819
H -1.177 -9.676 -0.797
H 0.675 -10.073 -1.301
H 3.017 -10.901 -2.378
H 3.849 -8.928 -4.050
H 1.964 -6.943 -3.865
O -0.376 0.932 2.374
S -0.175 1.689 1.156
O -1.143 2.681 0.772
N 0.400 0.748 -0.085
C 1.749 0.896 -0.234
O 2.462 0.127 -0.948
C 2.252 2.055 0.579
C 3.490 2.714 0.539
C 3.868 3.772 1.361
C 2.866 4.293 2.198
C 1.560 3.761 2.182
C 1.320 2.570 1.439
H 4.175 2.434 -0.242
H 4.883 4.225 1.358
H 3.162 5.109 2.888
H 0.791 4.282 2.774
```

=====

# 9
Here is an isolated molecule of C16H20N4O3S in a non-equilibrium geometry from the Open Molecules 2025 dataset. Energies are from ωB97M-V/def2-TZVPD.

Computed properties:
E_LUMO   -0.0115 Ha
Gap between HOMO and LUMO   8.58 eV
SMILES string   CCOC(=O)CSc1nnc(CNC(=O)c2cccc(C)c2)n1C
DFT total energy   -1464.09514 a.u.

XYZ file:
```
44
C16H20N4O3S (ωB97M-V/def2-TZVPD)
C 2.765 0.595 -2.758
C 1.666 -0.407 -2.219
O 2.361 -1.424 -1.526
C 3.189 -2.403 -1.880
O 3.407 -2.571 -3.045
C 3.630 -3.421 -0.783
S 3.616 -2.699 1.098
C 1.877 -2.897 1.157
N 1.059 -3.539 0.247
N -0.163 -3.286 0.972
C -0.179 -2.442 1.714
C -1.331 -1.834 2.377
N -1.738 -0.775 1.674
C -1.505 0.530 1.662
O -0.636 1.047 2.506
C -2.294 1.148 0.500
C -2.210 0.961 -0.859
C -2.621 1.733 -1.826
C -3.230 2.951 -1.396
C -2.955 3.566 -0.413
C -3.383 4.909 -0.039
C -2.532 2.717 0.753
N 1.321 -1.900 1.991
C 1.740 -0.821 2.728
H 3.735 0.037 -3.238
H 3.343 1.018 -2.025
H 2.295 1.234 -3.542
H 1.167 -1.044 -2.936
H 0.952 0.007 -1.660
H 4.718 -3.615 -0.995
H 3.127 -4.228 -0.783
H -0.919 -1.288 3.494
H -1.982 -2.338 2.625
H -2.418 -1.139 0.797
H -1.990 -0.183 -1.027
H -2.916 1.238 -2.921
H -3.572 3.652 -2.259
H -3.248 5.557 -0.829
H -2.902 5.277 1.126
H -4.603 4.812 0.304
H -2.152 3.202 1.867
H 2.753 -0.559 2.462
H 0.858 -0.089 2.955
H 1.903 -1.291 3.951
```

=====

# 10
Here is a structure of composition C23H21CsN6O11 in a non-equilibrium geometry from the Open Molecules 2025 dataset. Energies are from ωB97M-V/def2-TZVPD.

Computed properties:
E_LUMO   0.1424 Ha
Gap between HOMO and LUMO   7.00 eV
DFT total energy   -2065.40029 a.u.
Charge   -2

XYZ file:
```
62
C23H21CsN6O11 (ωB97M-V/def2-TZVPD)
Cs -0.224 -0.493 -0.308
O 3.955 -3.381 -0.113
C 3.275 -2.378 0.089
N 2.816 -1.426 -0.759
C 3.475 -1.257 -1.928
O 4.595 -1.637 -2.270
C 2.704 -0.426 -2.952
C 2.919 -0.700 -4.303
C 2.193 -0.003 -5.253
C 1.291 0.967 -4.834
C 1.173 1.196 -3.473
N 1.858 0.522 -2.547
C 2.768 -2.193 1.529
C 3.043 -3.183 2.471
C 2.559 -3.039 3.759
C 1.812 -1.913 4.077
C 1.599 -0.969 3.083
N 2.078 -1.102 1.846
H 3.644 -1.459 -4.560
H 2.322 -0.217 -6.308
H 0.685 1.528 -5.534
H 0.478 1.946 -3.100
H 3.620 -4.040 2.154
H 2.751 -3.802 4.506
H 1.393 -1.769 5.065
H 1.010 -0.077 3.271
O -2.425 -1.193 -1.536
C -3.404 -0.524 -1.133
O -4.024 -0.672 -0.051
C -3.802 0.644 -2.017
C -4.883 0.614 -2.827
C -5.190 1.725 -3.658
C -4.382 2.839 -3.652
C -3.260 2.874 -2.843
C -2.924 1.804 -1.917
O -2.002 1.847 -1.077
N -2.455 4.070 -2.907
O -2.995 5.125 -3.245
O -1.272 4.007 -2.613
N -6.334 1.692 -4.517
O -6.580 2.667 -5.228
O -7.052 0.696 -4.507
H -5.523 -0.258 -2.857
H -4.610 3.682 -4.285
C -2.605 -0.994 2.834
O -2.341 -1.860 1.748
H -2.966 -0.019 2.493
H -1.684 -0.836 3.398
H -3.361 -1.414 3.511
H -2.958 -1.606 1.021
C -1.122 4.387 0.725
N -0.735 3.707 1.949
C -0.150 4.502 3.002
C -0.863 2.368 2.084
O -0.510 1.728 3.065
H -0.270 4.938 0.317
H -1.933 5.096 0.917
H -1.441 3.659 -0.021
H -0.859 5.263 3.341
H 0.752 5.007 2.645
H 0.106 3.848 3.831
H -1.330 1.912 1.197
```